Below is a structure of composition C41H65F3N10O6SV at a distorted geometry, with properties calculated with wB97M-V/def2-TZVPD.

Geometry as ORCA input:
```
! wB97M-V def2-TZVPD RIJCOSX def2/J DEFGRID3
* xyz 0 4
V -12.06727 18.60648 10.91054
N -9.45834 16.78702 11.70633
O -9.94135 15.72531 11.97560
O -8.42389 17.11254 12.18765
O -10.22956 17.68118 11.09668
C -11.74694 20.67274 6.47540
F -13.04254 20.50558 6.60149
F -11.38389 20.30564 5.28468
F -11.50785 21.96387 6.72676
S -10.75528 19.59441 7.81518
O -11.54160 19.41750 9.05309
O -10.44172 18.26571 7.26010
O -9.48527 20.29740 8.11078
N -9.47962 15.81314 8.18099
C -10.24977 14.66940 8.15766
C -9.55932 13.58016 8.62292
C -8.23849 14.01493 8.72756
C -8.18285 15.38941 8.41515
H -9.60535 16.78040 7.91889
H -11.27512 14.59607 7.82647
H -9.99532 12.62407 8.87228
H -7.44939 13.35413 9.05478
H -7.43219 16.16392 8.35997
N -15.69700 21.18340 4.47628
C -15.98740 21.41430 5.75600
C -16.63336 22.59322 5.87277
C -16.84059 23.16950 4.65111
C -16.25449 22.20775 3.74990
H -15.14479 20.41277 4.12800
H -15.75134 20.72415 6.55248
H -17.07514 22.95622 6.78900
H -17.27129 24.11054 4.34231
H -16.28686 22.20756 2.67039
N -14.81495 23.27408 9.27785
C -13.61932 23.62208 8.80320
C -12.96202 24.49002 9.68020
C -13.88404 24.63279 10.67223
C -15.05131 23.98935 10.43544
H -15.50612 22.76386 8.74675
H -13.41549 23.18299 7.83777
H -11.95724 24.88427 9.64306
H -13.60061 25.02987 11.63576
H -15.95839 23.96389 11.02106
N -8.21446 22.68048 7.74406
C -6.92831 22.86912 7.36945
C -6.72820 24.11452 7.03655
C -7.89027 24.79883 7.28121
C -8.89674 23.85179 7.59426
H -8.55994 21.74722 7.91655
H -6.37662 21.94518 7.27793
H -5.79610 24.54211 6.69780
H -8.14574 25.83980 7.14888
H -9.95177 23.84516 7.82509
N -10.79115 24.10964 3.88520
C -10.74822 24.80520 4.96096
C -11.94448 24.64260 5.70119
C -12.86293 23.77698 4.95355
C -12.13297 23.48495 3.79238
H -10.07606 24.11609 3.17196
H -9.83437 25.28207 5.28323
H -12.01295 25.16033 6.64653
H -13.88364 23.50429 5.17760
H -12.54102 22.92735 2.96234
N -15.89587 18.23685 3.31914
C -14.98522 18.97929 2.56656
C -13.80585 19.13424 3.26290
C -14.00922 18.39188 4.47831
C -15.32666 17.95787 4.54975
H -16.81816 17.97766 2.99931
H -15.32110 19.37188 1.61816
H -12.89672 19.60434 2.91809
H -13.29600 18.20131 5.26660
H -15.83377 17.45944 5.36266
N -8.79703 18.80082 4.74253
C -8.43057 17.86996 3.73728
C -7.76042 18.54360 2.72779
C -7.83085 19.92108 3.00985
C -8.45497 20.07031 4.24928
H -9.09901 18.56074 5.67594
H -8.49745 16.82055 3.98359
H -7.12397 18.20538 1.92347
H -7.43263 20.66752 2.33854
H -8.59531 21.02828 4.72782
C -4.44343 15.40536 9.87060
C -3.63202 16.68224 9.40087
N -4.50657 17.53338 8.50469
C -3.78915 18.52564 7.69141
C -2.75332 17.97528 6.71861
C -5.47814 18.28956 9.31176
C -6.29255 19.31270 8.59397
H -4.56906 14.53071 9.23239
H -5.46614 15.70049 10.10527
H -3.96906 15.03721 10.78029
H -3.44398 17.09530 10.39189
H -2.81045 16.25167 8.82839
H -4.40694 19.07755 6.98301
H -3.30105 19.34963 8.21189
H -2.05375 17.33044 7.25047
H -3.23326 17.50558 5.86004
H -2.29822 18.78716 6.15131
H -4.76286 18.95622 9.79345
H -6.05371 17.73316 10.05152
H -5.66909 20.09948 8.16926
H -7.02715 19.63053 9.33387
H -6.73020 18.79239 7.74202
C -10.82369 21.31898 14.27480
C -11.15089 20.16467 13.32941
N -11.83134 20.47763 11.99970
C -11.07760 21.44621 11.26966
C -9.53995 21.15302 11.00414
C -13.13836 21.23495 12.26999
C -14.20595 20.43826 13.04762
H -11.73941 21.70701 14.72088
H -10.15507 22.11345 13.94336
H -10.28676 20.95647 15.15138
H -10.25891 19.54972 13.20975
H -11.78964 19.58503 13.99584
H -11.50411 21.55153 10.27211
H -11.06316 22.40926 11.77998
H -9.44586 20.12425 10.65646
H -8.91080 21.95551 10.61908
H -8.95598 20.96685 11.90549
H -13.53430 21.56271 11.30879
H -12.95455 22.17824 12.78430
H -13.99579 19.47419 13.51076
H -15.15682 20.38260 12.51767
H -14.41703 21.02175 13.94377
*
```

Its expectation value of S² is 3.7560. The value obtained for the highest occupied orbital energy (spin up / spin down) is -7.33 / -7.33 eV. For the LUMO energy (spin up / spin down), the calculation gives -1.6 / -1.7 eV.

Here are the Löwdin charges for atoms 1 to 6, given in e: number 1, V, carries 1.151; number 2, N, carries -0.568; number 3, O, carries 0.054; number 4, O, carries 0.071; number 5, O, carries -0.221; number 6, C, carries -0.634

Below is a structure of composition C41H65NO17 at a distorted geometry, with properties calculated with wB97M-V/def2-TZVPD.

Geometry as ORCA input:
```
! wB97M-V def2-TZVPD RIJCOSX def2/J DEFGRID3
* xyz 0 1
O -1.07145 14.97370 24.23759
C -0.74371 15.16944 23.06027
O 0.03581 16.22584 22.69354
C 0.25160 16.15752 21.27488
C 0.01840 14.71210 20.95416
C -1.05225 14.30075 21.86939
H 1.25141 16.48956 20.99517
H -0.43564 16.83137 20.76331
H 0.93849 14.15288 21.12387
H -0.18077 14.70338 19.88254
H -0.98451 13.23250 22.07522
H -2.06295 14.60389 21.59611
O -3.21928 10.88667 25.70943
C -3.34266 10.58701 26.91330
O -3.23305 9.31345 27.29875
C -3.51288 9.17808 28.65930
C -4.38718 10.40175 29.01703
C -3.73448 11.44045 28.08554
H -2.71089 9.12200 29.39535
H -4.16423 8.31508 28.79738
H -4.19503 10.66636 30.05682
H -5.46214 10.29131 28.87431
H -2.80620 11.85260 28.48120
H -4.28228 12.31026 27.72301
O 2.35293 11.06214 25.94460
C 1.24510 10.55443 25.89088
O 1.01978 9.41512 26.54160
C -0.29926 8.95771 26.31401
C -1.05196 10.16146 25.72055
C 0.03461 10.98873 25.01549
H -0.83155 8.60085 27.19571
H -0.29763 8.14381 25.58899
H -1.56123 10.85352 26.39122
H -1.86096 9.79483 25.08871
H -0.25551 12.03337 25.12806
H 0.18733 10.73835 23.96569
O -1.45995 10.09425 17.02753
C -1.40919 10.97138 17.88071
O -2.02377 10.89790 19.06427
C -1.80482 12.14163 19.81947
C -1.45883 13.18698 18.79735
C -0.79286 12.37967 17.70722
H -1.00632 11.82138 20.48875
H -2.56592 12.52202 20.50073
H -0.86303 14.03410 19.13723
H -2.35032 13.72523 18.47544
H 0.28160 12.26142 17.84736
H -0.91407 12.72038 16.67895
O -3.86795 14.76261 24.31066
C -4.46594 13.73337 24.20954
O -5.46321 13.65820 23.33115
C -6.06683 12.37798 23.30847
C -5.18568 11.51766 24.22042
C -4.33837 12.51618 25.01803
H -6.01601 11.87657 22.34198
H -7.05560 12.34892 23.76628
H -4.46730 10.84251 23.75545
H -5.81175 10.90147 24.86574
H -3.34431 12.14371 25.26546
H -4.83405 12.66265 25.97769
O -6.73136 7.58956 26.24884
C -5.57649 7.85792 25.95011
O -4.49018 7.28577 26.52651
C -3.27633 7.68086 25.90742
C -3.62926 8.39463 24.62204
C -5.10082 8.79976 24.86127
H -2.64707 6.81377 25.70672
H -2.64122 8.33630 26.50335
H -3.49762 7.72835 23.76950
H -2.96971 9.25394 24.50085
H -5.71550 8.64423 23.97466
H -5.26204 9.83142 25.17400
O -1.34359 11.86723 27.35549
C -1.74460 13.01094 27.17640
O -2.89794 13.56704 27.71001
C -3.11368 14.83532 27.12247
C -1.86421 15.20262 26.39031
C -0.92659 14.03852 26.44904
H -3.35442 15.56159 27.89879
H -4.06433 14.74094 26.59763
H -1.40219 16.13202 26.72327
H -2.01477 15.34528 25.32023
H 0.01797 14.24838 26.95089
H -0.71778 13.61798 25.46535
N -5.07753 10.45792 19.73036
C -4.26179 11.39932 20.26972
C -4.42682 11.36984 21.62115
C -5.28880 10.35055 21.95276
C -5.75319 9.85486 20.77192
H -5.17204 10.29036 18.73885
H -3.71545 12.09300 19.64784
H -3.89062 11.93971 22.36555
H -5.61667 10.07565 22.94439
H -6.50006 9.11538 20.52343
C 0.00503 11.67050 21.95929
C 0.93728 12.02673 20.77334
O 0.53055 11.82938 19.61271
C 2.32101 12.61982 21.12455
H -0.11988 12.48973 22.66736
H 0.49511 10.89042 22.54188
H -0.98203 11.42883 21.56510
H 3.08980 11.86892 21.30678
H 2.38176 13.21827 22.03355
H 2.64244 13.21860 20.27236
C -1.55908 12.96108 23.94343
C -2.24120 11.96764 23.00181
O -2.47262 12.34490 21.85134
C -2.58041 10.57288 23.48906
H -1.96983 13.14054 24.93699
H -1.75691 13.89190 23.41188
H -0.48747 12.77689 24.01973
H -3.48828 10.12173 23.08863
H -2.69891 10.58388 24.57255
H -1.77114 9.87293 23.28108
C -3.38819 8.41941 21.76430
C -1.95761 8.87653 21.87674
O -1.31305 8.65161 22.90974
C -1.28803 9.57604 20.70240
H -3.98427 9.22395 22.19498
H -3.63805 7.56462 22.39280
H -3.66291 8.24565 20.72390
H -0.21156 9.43615 20.80117
H -1.39670 10.65975 20.65925
H -1.67497 9.24589 19.73836
*
```

For the relative energy (zero: lowest compared OMol25 entry of this formula, charge and spin), the calculation gives 873.6 kcal/mol. The value obtained for the highest occupied orbital energy is -8.22 eV. For the LUMO energy, the calculation gives 0.0 eV.

Here are the Löwdin charges for atoms 1 to 6, given in e: number 1, O, carries -0.075; number 2, C, carries -0.298; number 3, O, carries 0.081; number 4, C, carries -0.118; number 5, C, carries -0.149; number 6, C, carries -0.092

Below is a structure of composition C41H66ClEuN9O5S at a distorted geometry, with properties calculated with wB97M-V/def2-TZVPD.

Geometry as ORCA input:
```
! wB97M-V def2-TZVPD RIJCOSX def2/J DEFGRID3
* xyz -2 8
Eu 2.06940 0.91849 -0.12959
C 4.44050 -1.46751 1.03731
N 3.88260 -1.34991 -0.31169
C 5.00020 -1.17561 -1.24389
C 3.17790 -2.58841 -0.65419
C 1.74590 -2.66021 -0.12179
N 0.83540 -1.65991 -0.68829
C -0.50770 -1.85811 -0.11579
C -0.64300 -1.84881 1.38951
C -1.68010 -2.60611 1.90651
C -1.95150 -2.65461 3.26581
C -1.05030 -1.99511 4.09331
C 0.02450 -1.25671 3.63071
C 0.19520 -1.06491 2.22551
O 1.05400 -0.22611 1.70451
C 0.99990 -0.62201 4.61791
C 0.79950 0.89439 4.57861
C 0.81480 -1.11361 6.05931
C 2.43720 -0.95201 4.19471
C -3.18210 -3.38981 3.78181
C -4.42900 -2.75351 3.15111
C -3.12250 -4.87641 3.39791
C -3.33810 -3.30631 5.30461
C 0.71580 -1.88731 -2.14549
C -0.41870 -1.15901 -2.82109
C -1.47180 -1.85521 -3.38099
C -2.48830 -1.20621 -4.06839
C -2.31540 0.14939 -4.31999
C -1.26310 0.88559 -3.80179
C -0.37180 0.24839 -2.90629
O 0.49200 0.90469 -2.16039
C -1.02690 2.33889 -4.19869
C -1.90390 2.76209 -5.38269
C -1.31240 3.27019 -3.01449
C 0.43540 2.49999 -4.64309
C -3.73550 -1.97731 -4.47419
C -4.72740 -1.12231 -5.26679
C -4.43550 -2.44981 -3.19009
C -3.36940 -3.19851 -5.32699
H 5.21380 -2.25341 1.07261
H 4.89460 -0.52091 1.32681
H 3.65820 -1.71791 1.74931
H 5.64740 -2.06681 -1.23519
H 4.62360 -1.01791 -2.25319
H 5.58480 -0.30621 -0.94649
H 3.15940 -2.68581 -1.74149
H 3.72660 -3.46201 -0.25729
H 1.37130 -3.67941 -0.33749
H 1.74480 -2.53741 0.96251
H -1.16300 -1.09771 -0.55949
H -0.89560 -2.83121 -0.46829
H -2.30000 -3.14531 1.20141
H -1.20710 -2.05281 5.15611
H -0.23400 1.15339 4.80771
H 1.45970 1.38769 5.28971
H 1.03900 1.23469 3.57791
H -0.13010 -0.77851 6.48461
H 0.86030 -2.20031 6.10971
H 1.61950 -0.71231 6.67381
H 2.64050 -0.51651 3.22081
H 3.15560 -0.53821 4.89931
H 2.57800 -2.03151 4.14581
H -4.40520 -2.82911 2.06791
H -5.32930 -3.24811 3.51121
H -4.48510 -1.69961 3.41421
H -3.05930 -5.00261 2.32041
H -2.25110 -5.34591 3.84981
H -4.01410 -5.39611 3.74931
H -3.42130 -2.27271 5.63371
H -4.24730 -3.82911 5.60091
H -2.49820 -3.77511 5.81261
H 1.65650 -1.56541 -2.60699
H 0.57970 -2.97051 -2.32619
H -1.50430 -2.92751 -3.24459
H -3.03100 0.65309 -4.94499
H -2.95610 2.77069 -5.10889
H -1.63410 3.76899 -5.69919
H -1.75690 2.09019 -6.22709
H -2.34400 3.15969 -2.67859
H -0.65510 3.02849 -2.18459
H -1.13800 4.30679 -3.30549
H 0.69630 1.71949 -5.35619
H 0.58280 3.47329 -5.10839
H 1.10520 2.43769 -3.79249
H -5.03540 -0.25471 -4.68959
H -4.29120 -0.78611 -6.20419
H -5.61920 -1.70301 -5.49879
H -4.71500 -1.59321 -2.58029
H -5.33490 -3.01741 -3.42699
H -3.77570 -3.08061 -2.60059
H -2.84060 -2.89221 -6.22669
H -2.73270 -3.88661 -4.77889
H -4.27210 -3.73351 -5.61839
C -0.56130 5.10819 3.10871
C 0.79150 4.66149 3.50131
N 1.49570 5.10839 4.49061
N 2.63580 4.36929 4.48161
C 2.65240 3.44349 3.48611
S 3.79830 2.32239 3.17391
N 1.44850 3.65289 2.84091
N 1.01050 2.95099 1.73421
H -0.87080 5.92519 3.75301
H -1.26800 4.28269 3.20961
H -0.57250 5.44019 2.07001
H 3.37340 4.53049 5.14361
H 0.08010 2.55599 1.88661
H 0.95010 3.55379 0.90471
O 2.97540 0.59259 -2.66449
H 1.98610 0.72569 -2.72079
H 3.34900 1.44269 -2.92659
O -0.64510 1.42759 0.19761
H -0.39390 1.34099 -0.75219
H -0.48550 0.55259 0.58631
O 1.51950 3.11449 -0.92779
N 2.18470 3.46889 -1.98779
C 2.22640 4.74259 -2.31959
C 2.93130 5.12109 -3.47509
N 3.49860 5.48259 -4.40759
C 1.60020 5.77569 -1.58979
N 1.05870 6.55369 -0.93729
Cl 5.79380 1.69549 0.43261
C 4.18940 2.32399 -0.14679
H 4.44040 2.65129 -1.17269
H 4.11140 3.26859 0.42291
*
```

Its expectation value of S² is 15.7597. The value obtained for the highest occupied orbital energy (spin up / spin down) is -0.35 / -1.59 eV. For the LUMO energy (spin up / spin down), the calculation gives 3.8 / 3.8 eV.

Here are the Löwdin charges for atoms 1 to 6, given in e: number 1, Eu, carries 1.541; number 2, C, carries -0.112; number 3, N, carries -0.280; number 4, C, carries -0.132; number 5, C, carries -0.204; number 6, C, carries -0.177